(1)
This record from the Open Molecules 2025 dataset describes a cluster of 3 separate species, C28H69FN7O3P2S in total at a distorted geometry. The level of theory is the ωB97M-V functional and the def2-TZVPD basis.

Last columns: bonded neighbours and bond lengths (Å).
Element x y z (Å)
1 C 2.48129 4.55392 1.98837  O2 1.414, H21 1.093, H22 1.094, H23 1.092
2 O 1.31702 5.28128 1.65095  C1 1.414, C3 1.415
3 C 0.23665 5.11149 2.54933  O2 1.415, C4 1.530, H24 1.096, H25 1.099
4 C -1.09524 5.40030 1.85485  C3 1.530, C5 1.524, H26 1.090, H27 1.091
5 C -1.24507 4.54888 0.59988  C4 1.524, C6 1.532, H28 1.096, H29 1.094
6 C -2.55678 4.76102 -0.16286  C5 1.532, C7 1.549, H30 1.091, H31 1.091
7 C -3.79365 3.99933 0.37401  C6 1.549, C8 1.540, H32 1.092, H33 1.090
8 C -3.54026 2.57479 0.90048  C7 1.540, C9 1.546, H34 1.092, H35 1.090
9 C -3.50464 2.41070 2.43723  C8 1.546, C10 1.532, H36 1.093, H37 1.091
10 C -2.22027 1.80046 3.00848  C9 1.532, C11 1.552, H38 1.090, H39 1.093
11 C -2.04346 0.29740 2.66688  C10 1.552, C12 1.535, H40 1.088, H41 1.092
12 C -0.61455 -0.11251 2.28548  C11 1.535, C13 1.525, H42 1.091, H43 1.097
13 C -0.00335 0.67079 1.12824  C12 1.525, C14 1.544, C20 1.533, H44 1.093
14 C 1.46236 0.27514 0.84463  C13 1.544, C15 1.540, H45 1.091, H46 1.089
15 C 1.98132 1.20220 -0.27068  C14 1.540, S16 1.809, C17 1.537, H47 1.093
16 S 3.62244 0.76623 -0.89444  C15 1.809, H48 1.338
17 C 1.07938 1.23362 -1.51512  C15 1.537, N18 1.491, H49 1.090, H50 1.089
18 N -0.32437 1.50217 -1.09130  C17 1.491, F19 1.374, C20 1.486, H51 1.032
19 F -1.14313 1.61528 -2.18873  N18 1.374
20 C -0.74551 0.40187 -0.18580  C13 1.533, N18 1.486, H52 1.083, H53 1.088
21 H 2.26581 3.68626 2.61728  C1 1.093
22 H 2.94398 4.20309 1.06175  C1 1.094
23 H 3.20848 5.21617 2.46189  C1 1.092
24 H 0.37006 5.80118 3.39055  C3 1.096
25 H 0.21157 4.09829 2.97321  C3 1.099
26 H -1.07756 6.45827 1.59146  C4 1.090
27 H -1.85976 5.18770 2.60417  C4 1.091
28 H -0.42641 4.84379 -0.06719  C5 1.096
29 H -1.05705 3.50634 0.87391  C5 1.094
30 H -2.41319 4.49506 -1.21145  C6 1.091
31 H -2.77834 5.82545 -0.07816  C6 1.091
32 H -4.47426 3.90186 -0.47442  C7 1.092
33 H -4.34158 4.60047 1.10036  C7 1.090
34 H -4.34201 1.93231 0.53047  C8 1.092
35 H -2.63234 2.19361 0.43352  C8 1.090
36 H -3.66487 3.39579 2.88171  C9 1.093
37 H -4.34671 1.79711 2.76021  C9 1.091
38 H -1.34518 2.39040 2.73552  C10 1.090
39 H -2.30346 1.88997 4.09436  C10 1.093
40 H -2.31351 -0.26447 3.55869  C11 1.088
41 H -2.76511 -0.00321 1.90492  C11 1.092
42 H 0.06074 -0.09487 3.14208  C12 1.091
43 H -0.65245 -1.16135 1.96736  C12 1.097
44 H 0.04563 1.73617 1.36910  C13 1.093
45 H 1.48854 -0.77100 0.53767  C14 1.091
46 H 2.07149 0.44779 1.73069  C14 1.089
47 H 1.98824 2.21986 0.12840  C15 1.093
48 H 4.34490 0.98125 0.21132  S16 1.338
49 H 1.39821 2.05295 -2.15918  C17 1.090
50 H 1.10316 0.31850 -2.10434  C17 1.089
51 H -0.33540 2.41095 -0.60209  N18 1.032
52 H -1.82321 0.34553 -0.08919  C20 1.083
53 H -0.31872 -0.50535 -0.60711  C20 1.088
54 O -3.82768 -2.45616 2.93603  P55 1.489
55 P -5.05464 -3.13477 3.43734  O54 1.489, N56 1.705, N59 1.737, N62 1.668
56 N -4.77429 -4.77148 3.05056  P55 1.705, C57 1.450, C58 1.460
57 C -5.78030 -5.74422 2.67208  N56 1.450, H65 1.100, H66 1.089, H67 1.085
58 C -3.55231 -5.35550 3.59546  N56 1.460, H68 1.097, H69 1.091, H70 1.090
59 N -6.26025 -2.39195 2.43068  P55 1.737, C60 1.452, C61 1.458
60 C -6.98314 -3.14358 1.42023  N59 1.452, H71 1.099, H72 1.092, H73 1.089
61 C -5.84770 -1.11405 1.86364  N59 1.458, H74 1.100, H75 1.088, H76 1.093
62 N -6.09728 -3.31952 4.72630  P55 1.668, C63 1.465, C64 1.456
63 C -5.56791 -3.98683 5.91820  N62 1.465, H77 1.095, H78 1.089, H79 1.091
64 C -7.50972 -2.97456 4.80778  N62 1.456, H80 1.094, H81 1.083, H82 1.092
65 H -6.53492 -5.93264 3.44969  C57 1.100
66 H -5.29687 -6.69722 2.46059  C57 1.089
67 H -6.28622 -5.46948 1.75276  C57 1.085
68 H -3.63788 -5.61059 4.65913  C58 1.097
69 H -2.72143 -4.65813 3.48331  C58 1.091
70 H -3.28440 -6.26199 3.05261  C58 1.090
71 H -6.32345 -3.54577 0.63876  C60 1.099
72 H -7.71387 -2.49134 0.93690  C60 1.092
73 H -7.56024 -3.95813 1.85480  C60 1.089
74 H -5.19773 -1.23513 0.98483  C61 1.100
75 H -5.31516 -0.51176 2.59651  C61 1.088
76 H -6.73622 -0.55576 1.55722  C61 1.093
77 H -5.73843 -5.06794 5.88355  C63 1.095
78 H -6.03333 -3.59548 6.82183  C63 1.089
79 H -4.49574 -3.81243 6.01771  C63 1.091
80 H -8.13216 -3.79006 4.42884  C64 1.094
81 H -7.74534 -2.06612 4.26663  C64 1.083
82 H -7.79230 -2.79592 5.84707  C64 1.092
83 O 5.44203 -1.58194 -6.88889  P84 1.483
84 P 6.38837 -1.35079 -5.77014  O83 1.483, N85 1.716, N88 1.727, N91 1.675
85 N 5.80472 0.11211 -5.08855  P84 1.716, C86 1.447, C87 1.453
86 C 6.60599 1.14408 -4.46603  N85 1.447, H94 1.101, H95 1.091, H96 1.085
87 C 4.41071 0.10286 -4.68062  N85 1.453, H97 1.101, H98 1.091, H99 1.093
88 N 7.88289 -1.17253 -6.61653  P84 1.727, C89 1.452, C90 1.463
89 C 8.58270 0.09849 -6.66910  N88 1.452, H100 1.099, H101 1.092, H102 1.090
90 C 7.87751 -1.77001 -7.95236  N88 1.463, H103 1.096, H104 1.086, H105 1.093
91 N 7.11635 -2.00606 -4.41075  P84 1.675, C92 1.461, C93 1.455
92 C 6.24777 -2.33140 -3.28242  N91 1.461, H106 1.097, H107 1.090, H108 1.091
93 C 8.53318 -2.22662 -4.16430  N91 1.455, H109 1.094, H110 1.083, H111 1.092
94 H 7.15301 0.80735 -3.57123  C86 1.101
95 H 5.95985 1.96558 -4.15458  C86 1.091
96 H 7.31315 1.58423 -5.16167  C86 1.085
97 H 4.25264 -0.42496 -3.72784  C87 1.101
98 H 3.80094 -0.38608 -5.44188  C87 1.091
99 H 4.02320 1.11858 -4.57214  C87 1.093
100 H 7.99932 0.88318 -7.17014  C89 1.099
101 H 9.51645 -0.02543 -7.22126  C89 1.092
102 H 8.87253 0.44571 -5.67727  C89 1.090
103 H 7.38551 -1.13104 -8.69388  C90 1.096
104 H 7.37443 -2.73280 -7.95207  C90 1.086
105 H 8.91004 -1.93410 -8.26944  C90 1.093
106 H 6.15956 -1.49046 -2.58277  C92 1.097
107 H 6.62668 -3.19350 -2.73384  C92 1.090
108 H 5.24642 -2.59543 -3.62656  C92 1.091
109 H 9.00518 -1.32868 -3.75398  C93 1.094
110 H 9.06373 -2.52924 -5.05903  C93 1.083
111 H 8.66627 -3.03273 -3.43921  C93 1.092

Values from the calculation:
**Charge**: +1
**Orbital gap**: 0.2829 Eh
**ΔE to the lowest compared entry with this formula, charge and spin**: 0.0 kcal per mole
**M**: 664.9 g/mol

Here are the Mulliken charges for atoms 1 to 99, given in e:
1. C -0.66
2. O -0.37
3. C -0.54
4. C -0.69
5. C 1.50
6. C -1.18
7. C -1.16
8. C 0.39
9. C -1.36
10. C 0.55
11. C -0.22
12. C -2.42
13. C 2.26
14. C -1.05
15. C 0.55
16. S -0.07
17. C -1.35
18. N 0.90
19. F -0.22
20. C -1.51
21. H 0.30
22. H 0.20
23. H 0.32
24. H 0.43
25. H 0.23
26. H 0.49
27. H 0.24
28. H 0.75
29. H -1.82
30. H 0.41
31. H 0.36
32. H 0.36
33. H 0.46
34. H 0.59
35. H -0.40
36. H 0.72
37. H 0.41
38. H -0.83
39. H 0.48
40. H 0.41
41. H -0.05
42. H 0.41
43. H 0.48
44. H -0.49
45. H 0.34
46. H 0.59
47. H -0.17
48. H 0.22
49. H 0.47
50. H 0.59
51. H -0.09
52. H 0.80
53. H 0.45
54. O -0.72
55. P 0.23
56. N 0.20
57. C -0.84
58. C -0.97
59. N 0.33
60. C -1.25
61. C -1.12
62. N 0.31
63. C -1.06
64. C -0.89
65. H 0.26
66. H 0.38
67. H 0.21
68. H 0.30
69. H 0.20
70. H 0.43
71. H 0.34
72. H 0.38
73. H 0.36
74. H 0.33
75. H 0.23
76. H 0.46
77. H 0.30
78. H 0.39
79. H 0.31
80. H 0.26
81. H 0.28
82. H 0.37
83. O -0.82
84. P 0.55
85. N 0.12
86. C -0.88
87. C -0.90
88. N 0.27
89. C -1.20
90. C -1.08
91. N 0.25
92. C -1.17
93. C -0.90
94. H 0.25
95. H 0.38
96. H 0.23
97. H 0.14
98. H 0.33
99. H 0.38

---

(2)
This record from the Open Molecules 2025 dataset describes a cluster of 2 separate species, C4H9O in total at a distorted geometry. The level of theory is the ωB97M-V functional and the def2-TZVPD basis.

Last columns: bonded neighbours and bond lengths (Å).
Element x y z (Å)
1 C -2.62688 -0.19020 1.04766  O2 1.344, H3 1.130, H4 1.125, H5 1.124
2 O -2.05974 0.57857 0.10191  C1 1.344
3 H -1.88367 -0.82712 1.61266  C1 1.130
4 H -3.14219 0.36796 1.87740  C1 1.125
5 H -3.42438 -0.90912 0.71561  C1 1.124
6 C 0.90943 0.59248 0.30583  C7 1.496, H9 1.093, H10 1.087, H11 1.120
7 C 1.68690 0.43346 -0.96264  C6 1.496, C8 1.326, H12 1.090
8 C 2.09133 -0.71241 -1.49351  C7 1.326, H13 1.083, H14 1.084
9 H 1.00914 -0.34610 0.85640  C6 1.093
10 H 1.22849 1.44726 0.89746  C6 1.087
11 H -0.17488 0.66640 0.03554  C6 1.120
12 H 1.78919 1.31678 -1.59224  C7 1.090
13 H 2.73313 -0.74928 -2.36452  C8 1.083
14 H 1.86413 -1.66869 -1.03756  C8 1.084

Values from the calculation:
**Charge**: -1
**Orbital gap**: 0.2339 Eh
**ΔE to the lowest compared entry with this formula, charge and spin**: 21.8 kcal per mole
**M**: 73.1 g/mol

What are the Mulliken partial charges on each atom? They are as follows, in elementary charge units:
1. C -0.56
2. O -0.87
3. H 0.14
4. H 0.14
5. H 0.17
6. C -0.83
7. C 0.10
8. C -0.76
9. H 0.23
10. H 0.30
11. H 0.20
12. H 0.25
13. H 0.24
14. H 0.25

---

(3)
This record from the Open Molecules 2025 dataset describes an isolated molecule of C14H18S at a distorted geometry. The level of theory is the ωB97M-V functional and the def2-TZVPD basis.

Last columns: bonded neighbours and bond lengths (Å).
Element x y z (Å)
1 C 0.35256 -0.23837 -3.94336  C2 1.449, H16 1.039, H17 1.069, H18 1.227
2 C 0.49421 0.11645 -2.54577  C1 1.449, C3 1.325, C15 1.471
3 C 1.49533 -0.19806 -1.73671  C2 1.325, C4 1.537, H19 1.066
4 C 1.68484 0.47501 -0.36831  C3 1.537, C5 1.489, H20 1.125, H21 1.048
5 C 1.55366 -0.35055 0.86388  C4 1.489, C6 1.614, H22 1.035, H23 1.100
6 C 0.07300 -0.41244 1.50262  C5 1.614, C7 1.527, C8 1.557, C9 1.604
7 C -0.35731 1.03322 1.74341  C6 1.527, H24 1.111, H25 1.112, H26 1.057
8 C 0.21395 -1.16306 2.85987  C6 1.557, H27 1.032, H28 1.041, H29 1.153
9 C -1.09318 -1.23073 0.76632  C6 1.604, C10 1.351, H30 1.022
10 C -1.77905 -0.76643 -0.30098  C9 1.351, C11 1.465, H31 1.091
11 C -1.56472 0.49604 -1.01320  C10 1.465, C12 1.425, C15 1.381
12 C -2.56299 1.48607 -0.78147  C11 1.425, C13 1.360, H32 1.107
13 C -2.49096 2.50689 -1.67766  C12 1.360, S14 1.739, H33 1.088
14 S -1.22144 2.25027 -2.83790  C13 1.739, C15 1.732
15 C -0.65968 0.84459 -1.99577  C2 1.471, C11 1.381, S14 1.732
16 H -0.65712 -0.20818 -4.18624  C1 1.039
17 H 0.86066 -1.15026 -4.17169  C1 1.069
18 H 0.86949 0.67435 -4.57916  C1 1.227
19 H 2.16995 -0.95575 -2.06477  C3 1.066
20 H 2.71649 0.91878 -0.43225  C4 1.125
21 H 0.95757 1.22975 -0.36634  C4 1.048
22 H 1.91440 -1.31732 0.78041  C5 1.035
23 H 2.23041 0.02575 1.64540  C5 1.100
24 H -1.27335 0.98642 2.37072  C7 1.111
25 H -0.82738 1.53291 0.86878  C7 1.112
26 H 0.45728 1.60700 2.09628  C7 1.057
27 H 0.06975 -2.12873 2.52681  C8 1.032
28 H -0.53765 -0.77635 3.46692  C8 1.041
29 H 1.19578 -0.89374 3.40023  C8 1.153
30 H -1.60228 -1.95241 1.27993  C9 1.022
31 H -2.61755 -1.39575 -0.60348  C10 1.091
32 H -3.45059 1.29873 -0.14757  C12 1.107
33 H -3.26923 3.26785 -1.68211  C13 1.088

Values from the calculation:
**SMILES**: C/C1=C/CCC(C)(C)/C=C\c2ccsc21
**Orbital gap**: 0.3371 Eh
**ΔE to the lowest compared entry with this formula, charge and spin**: 27.4 kcal per mole
**M**: 218.4 g/mol

What are the Mulliken partial charges on each atom? They are as follows, in elementary charge units:
1. C -1.81
2. C 0.83
3. C -0.79
4. C -0.65
5. C -1.27
6. C 2.14
7. C -1.76
8. C -1.99
9. C -0.90
10. C -0.76
11. C -0.44
12. C -0.37
13. C -0.51
14. S -0.21
15. C 0.80
16. H 0.47
17. H 0.45
18. H 0.23
19. H 0.41
20. H 0.38
21. H 0.47
22. H 0.60
23. H 0.48
24. H 0.46
25. H 0.42
26. H 0.35
27. H 0.59
28. H 0.43
29. H 0.34
30. H 0.41
31. H 0.39
32. H 0.40
33. H 0.45

---

Number 1: DFT total energy -78849.9594 eV. Number 2: DFT total energy -6339.8239 eV. Number 3: DFT total energy -25642.2169 eV.